24
Properties=species:S:1:pos:R:3:forces:R:3:lowdin_charge:R:1 method="wB97M-V/def2-TZVPD" s_squared=6.04 charge=+1 e_lumo_ev="-5.29 / -9.14" orbital_gap_ev="6.72 / 2.34" homo_ev="-12.0 / -11.5" spin_multiplicity=5
Cu -0.226945 2.053563 2.272120 0.5 0.2 -1.4 0.66
Cu -0.644977 -3.496975 1.749586 0.5 -1.5 -0.6 0.76
Cu -4.118332 0.348680 1.037570 0.9 -0.1 -2.1 0.71
Cu 3.107835 0.185781 1.385504 -1.1 0.6 -0.7 0.69
N 2.221327 -2.640637 0.283335 2.3 -1.4 -1.1 -0.45
O 2.452403 -3.474658 -0.589300 -1.4 1.7 1.9 0.22
O 3.062784 -1.739530 0.512858 -0.4 0.1 0.3 0.07
O 1.249796 -2.677380 1.090162 0.7 -0.6 -0.7 0.07
N -0.600020 -0.677642 1.402682 -0.9 2.5 -0.5 -0.43
O -0.925682 -1.727510 2.006648 -1.0 1.6 0.3 -0.06
O 0.566248 -0.468566 1.041419 -1.0 -0.1 0.4 0.02
O -1.487877 0.238813 1.224880 1.7 -1.4 1.1 -0.01
N 1.031244 -0.078085 -2.072179 -1.5 0.5 1.5 -0.53
O 0.789579 1.067911 -2.600719 0.2 -0.1 -0.5 0.29
O 2.010693 -0.170480 -1.376315 0.5 -0.3 -0.6 0.11
O 0.101640 -0.851959 -2.166203 0.8 0.0 -0.4 0.19
C -3.800014 0.449779 -1.989126 0.7 0.1 0.6 -0.96
O -4.405469 1.480380 -1.565783 -0.9 0.6 0.1 0.11
O -3.781443 0.088817 -3.154525 -0.3 0.0 -0.6 0.14
O -3.128631 -0.139001 -1.071729 -0.1 -0.8 1.9 -0.03
C 1.672756 3.117721 0.660480 -1.6 -3.0 0.2 -0.84
O 0.391349 3.139270 0.571980 0.1 0.6 0.7 0.06
O 2.337905 3.806557 -0.089900 0.8 0.8 -0.2 0.26
O 2.123834 2.165149 1.436553 0.7 0.0 0.4 -0.05


16
Properties=species:S:1:pos:R:3:forces:R:3:lowdin_charge:R:1 method="wB97M-V/def2-TZVPD" relative_energy_kj_mol=179.4 e_lumo_ev=0.82 orbital_gap_ev=8.89 homo_ev=-8.1 smiles="C/C=C/c1ncc[nH]1" spin_multiplicity=1
C 1.210864 -0.641805 -2.835820 1.9 2.0 2.7 -0.08
C 0.344889 -0.410051 -1.528046 0.4 -0.5 -2.5 -0.13
C 0.673832 -0.614695 -0.259789 -2.9 1.5 -0.2 -0.05
C -0.279220 0.045881 0.690464 1.7 -0.8 0.2 -0.36
C -1.805671 1.171334 1.624428 -2.1 2.3 -0.3 -0.17
C -0.966172 0.839544 2.677027 -0.5 -1.8 -2.8 -0.11
H 1.614242 0.439303 -3.122659 -0.8 -2.3 0.4 0.11
H 0.863850 -1.131781 -3.712149 -1.2 -0.2 -0.5 0.03
H 2.107937 -1.241009 -2.523999 -0.6 0.7 -0.2 0.07
H -0.654416 0.035074 -1.621803 0.7 0.3 -0.5 0.09
H 1.366430 -1.254649 0.165296 1.9 -0.8 0.4 0.08
H -2.790167 1.761253 1.531459 1.8 -0.9 1.0 0.12
H -0.988333 0.600767 3.696847 -0.8 0.9 1.4 0.08
H 0.667422 -0.401812 2.786862 -1.3 0.5 -3.2 0.20
N -1.328349 0.806642 0.382628 1.1 -1.4 2.0 0.08
N -0.037138 -0.003996 2.049253 0.8 0.5 1.9 0.04


24
Properties=species:S:1:pos:R:3:forces:R:3:lowdin_charge:R:1 method="wB97M-V/def2-TZVPD" relative_energy_kj_mol=149.5 s_squared=2.02 charge=+1 e_lumo_ev="-2.80 / -7.07" orbital_gap_ev="10.34 / 6.17" homo_ev="-13.1 / -13.2" spin_multiplicity=3
C 1.274398 -0.600482 -0.030076 -1.3 -0.3 -0.2 -0.27
C -0.022571 -1.306590 -0.479422 2.0 -1.3 0.8 -0.07
C -1.112803 -0.483701 0.109669 -2.9 -1.1 0.9 -0.44
C 2.305764 -1.402643 0.758797 -1.3 0.0 -4.0 0.05
C -2.466208 -1.230049 -0.214602 -0.7 4.4 -1.0 0.00
C -1.721681 1.894221 -0.026976 -1.1 3.1 -0.9 -0.10
C 2.177525 1.635045 -0.258502 1.1 2.3 0.5 -0.07
N -1.266368 0.724356 -0.525290 1.8 -0.6 -0.8 0.07
N 1.280147 0.608296 -0.345057 -0.8 -2.2 0.1 0.08
H -0.155578 -1.168881 -1.587470 0.3 -1.0 1.0 0.16
H 0.054215 -2.373671 0.000455 -0.7 1.8 -1.6 0.17
H -1.053894 -0.229980 1.217357 0.2 -0.8 -0.9 0.19
H 1.880115 -2.151177 1.349983 -1.0 -1.6 0.3 0.07
H 2.759943 -0.820877 1.441788 2.4 2.3 1.8 0.05
H 2.894807 -1.776784 -0.119177 0.2 -0.1 1.3 0.14
H -2.878494 -0.974539 -1.255274 1.0 -0.7 1.4 0.13
H -3.150617 -0.780859 0.476649 -0.8 0.3 0.3 0.07
H -2.465156 -2.198659 0.036711 0.3 -3.8 0.4 0.04
H -2.494411 2.398073 -0.706122 0.7 -0.8 0.6 0.14
H -2.208426 1.888927 0.980690 0.8 -0.1 -0.5 0.13
H -0.845418 2.572566 -0.250668 -0.9 0.1 1.2 0.11
H 2.380571 1.918789 0.782549 -0.4 0.0 0.1 0.11
H 1.655739 2.500009 -0.737694 1.2 -0.3 0.1 0.11
H 3.178401 1.358606 -0.618320 -0.4 0.4 -0.7 0.11